[1]
A molecular structure, C40H36I2O2P2PdS2, computed with ωB97M-V/def2-TZVPD.

* HOMO-LUMO gap: 6.8 eV
* HOMO: -7.21 eV
* E_LUMO: -0.44 eV

```
! RIJCOSX wB97M-V def2-TZVPD def2/J DEFGRID3
* xyz 0 1
Pd -0.06 -0.48 0.13
O 0.09 4.48 0.53
S 0.27 3.04 0.20
C -0.58 2.86 -1.41
C -0.28 3.80 -2.38
C -1.03 3.85 -3.55
C -2.08 2.98 -3.73
C -2.39 2.05 -2.75
C -1.64 1.96 -1.58
P -1.94 0.68 -0.30
C -2.70 1.66 1.03
C -2.60 1.18 2.34
C -3.18 1.87 3.39
C -3.85 3.06 3.15
C -3.94 3.56 1.86
C -3.37 2.86 0.81
C -3.34 -0.25 -1.01
C -3.05 -1.18 -2.01
C -4.05 -1.98 -2.54
C -5.35 -1.89 -2.06
C -5.64 -0.98 -1.06
C -4.65 -0.15 -0.55
C 2.00 2.93 -0.41
C 2.58 4.16 -0.70
C 3.90 4.23 -1.14
C 4.64 3.07 -1.26
C 4.08 1.85 -0.90
C 2.76 1.76 -0.46
P 2.09 0.17 0.17
C 3.44 -1.01 -0.14
C 3.58 -1.51 -1.44
C 4.53 -2.49 -1.72
C 5.32 -2.99 -0.69
C 5.18 -2.51 0.60
C 4.25 -1.52 0.87
C 2.16 0.49 1.98
C 1.33 -0.34 2.74
C 1.14 -0.11 4.09
C 1.79 0.96 4.70
C 2.63 1.77 3.96
C 2.81 1.55 2.60
H 0.51 4.52 -2.22
H -0.78 4.59 -4.31
H -2.68 3.02 -4.63
H -3.23 1.37 -2.90
H -2.05 0.26 2.52
H -3.10 1.48 4.40
H -4.29 3.61 3.98
H -4.44 4.50 1.68
H -3.44 3.26 -0.20
H -2.03 -1.27 -2.37
H -3.81 -2.69 -3.33
H -6.12 -2.53 -2.46
H -6.65 -0.91 -0.67
H -4.89 0.55 0.24
H 1.99 5.05 -0.55
H 4.33 5.19 -1.37
H 5.67 3.10 -1.59
H 4.69 0.96 -0.95
H 2.95 -1.13 -2.23
H 4.63 -2.86 -2.73
H 6.05 -3.77 -0.91
H 5.80 -2.90 1.39
H 4.15 -1.14 1.88
H 0.85 -1.18 2.26
H 0.48 -0.75 4.66
H 1.64 1.16 5.75
H 3.14 2.60 4.43
H 3.45 2.21 2.02
I -3.09 -2.59 2.18
I -5.49 -1.69 2.93
O -0.69 -3.42 1.37
S -0.30 -3.12 -0.05
C -1.22 -4.32 -1.07
C -0.29 -5.52 -1.34
C 0.83 -5.48 -0.31
C 1.25 -4.02 -0.25
H -1.59 -3.84 -1.96
H -2.07 -4.57 -0.43
H 0.14 -5.41 -2.34
H -0.85 -6.45 -1.33
H 1.66 -6.13 -0.59
H 0.47 -5.80 0.67
H 1.69 -3.69 -1.20
H 1.90 -3.72 0.56
*
```

=====

[2]
A molecular structure, C40H37AuN4SSb2, computed with ωB97M-V/def2-TZVPD.

* HOMO-LUMO gap (alpha / beta): 7.1 / 5.9 eV
* HOMO (alpha / beta): -12.95 / -13.38 eV
* E_LUMO (alpha / beta): -5.80 / -7.51 eV

```
! RIJCOSX wB97M-V def2-TZVPD def2/J DEFGRID3
* xyz 2 3
Au 0.68 0.31 0.86
N -1.47 3.34 3.35
C -0.59 2.58 2.67
S -1.00 0.85 2.60
N 0.46 3.13 2.17
N 1.26 2.36 1.40
C 2.39 2.81 0.98
C 2.94 4.12 1.38
C 3.03 4.46 2.73
C 3.57 5.68 3.10
C 4.00 6.57 2.14
C 3.91 6.25 0.79
C 3.39 5.02 0.41
C 3.10 1.93 0.02
C 4.41 2.17 -0.37
C 5.00 1.34 -1.32
C 4.27 0.29 -1.85
C 2.98 0.08 -1.38
N 2.42 0.88 -0.47
H -2.20 2.91 3.88
H -1.23 4.30 3.53
H 2.69 3.76 3.49
H 3.64 5.93 4.15
H 4.42 7.53 2.43
H 4.24 6.95 0.04
H 3.30 4.78 -0.64
H 4.97 2.98 0.07
H 6.02 1.51 -1.64
H 4.68 -0.37 -2.60
H 2.39 -0.75 -1.72
C -1.64 -3.07 1.10
C -2.49 -2.14 1.96
C -3.47 -1.28 1.17
Sb -2.66 0.36 0.04
C -4.32 1.67 -0.17
C -5.46 1.18 -0.81
C -6.56 2.03 -0.95
C -6.51 3.32 -0.46
C -5.36 3.79 0.18
C -4.26 2.96 0.32
C -2.38 -0.41 -1.94
C -1.65 0.38 -2.83
C -1.58 0.01 -4.16
C -2.23 -1.13 -4.60
C -2.94 -1.92 -3.71
C -3.01 -1.57 -2.37
Sb 0.20 -2.25 0.34
C 1.58 -3.25 1.59
C 1.36 -3.27 2.97
C 2.25 -3.91 3.81
C 3.37 -4.54 3.28
C 3.60 -4.51 1.91
C 2.71 -3.87 1.06
C 0.42 -3.34 -1.46
C 0.65 -2.74 -2.69
C 0.83 -3.52 -3.82
C 0.78 -4.91 -3.72
C 0.54 -5.51 -2.49
C 0.36 -4.73 -1.36
H -2.20 -3.46 0.24
H -1.30 -3.93 1.69
H -1.86 -1.52 2.59
H -3.08 -2.75 2.66
H -4.17 -0.80 1.86
H -4.06 -1.87 0.47
H -5.50 0.18 -1.21
H -7.45 1.66 -1.44
H -7.36 3.97 -0.57
H -5.33 4.81 0.55
H -3.37 3.33 0.81
H -1.15 1.28 -2.49
H -1.03 0.63 -4.86
H -2.19 -1.41 -5.65
H -3.44 -2.82 -4.06
H -3.58 -2.19 -1.69
H 0.48 -2.78 3.39
H 2.07 -3.93 4.87
H 4.06 -5.05 3.93
H 4.47 -5.01 1.50
H 2.89 -3.86 -0.01
H 0.64 -1.66 -2.79
H 1.00 -3.05 -4.78
H 0.93 -5.52 -4.60
H 0.50 -6.59 -2.41
H 0.20 -5.21 -0.40
*
```

=====

[3]
A molecular structure, C40H37BaN3O6STe, computed with ωB97M-V/def2-TZVPD.

* HOMO-LUMO gap: 7.3 eV
* HOMO: -7.40 eV
* E_LUMO: -0.08 eV

```
! RIJCOSX wB97M-V def2-TZVPD def2/J DEFGRID3
* xyz 0 1
Ba 1.01 0.95 -0.68
C 6.32 -0.77 4.01
C 5.08 -0.61 3.16
C 5.15 -0.49 1.79
C 4.00 -0.38 0.98
C 4.16 -0.12 -0.44
O 3.25 -0.09 -1.28
C 5.53 0.18 -0.98
C 6.29 1.25 -0.50
C 7.52 1.54 -1.06
C 8.02 0.76 -2.09
C 7.27 -0.30 -2.57
C 6.03 -0.58 -2.03
C 2.70 -0.54 1.60
O 1.64 -0.70 0.93
C 2.64 -0.47 3.05
C 3.83 -0.55 3.77
C 1.36 -0.25 3.74
N 0.32 0.10 3.09
C -0.95 0.37 3.73
C -1.46 1.78 3.43
Te -0.52 2.81 1.75
C 1.23 3.34 2.86
C 2.50 2.92 2.47
C 3.62 3.28 3.21
C 3.48 4.06 4.34
C 2.22 4.49 4.73
C 1.10 4.14 3.99
C 1.36 -0.34 5.24
C 1.61 0.81 5.99
C 1.61 0.75 7.38
C 1.36 -0.45 8.03
C 1.11 -1.59 7.29
C 1.11 -1.54 5.90
H 7.22 -0.77 3.41
H 6.28 -1.71 4.57
H 6.40 0.04 4.74
H 6.13 -0.49 1.33
H 5.90 1.86 0.31
H 8.09 2.38 -0.69
H 8.99 0.99 -2.52
H 7.66 -0.91 -3.38
H 5.43 -1.40 -2.42
H 3.78 -0.54 4.85
H -0.93 0.22 4.82
H -1.65 -0.36 3.31
H -1.31 2.45 4.27
H -2.53 1.77 3.20
H 2.65 2.28 1.60
H 4.59 2.93 2.90
H 4.36 4.34 4.92
H 2.10 5.11 5.61
H 0.13 4.49 4.30
H 1.81 1.74 5.48
H 1.80 1.65 7.95
H 1.36 -0.49 9.11
H 0.91 -2.53 7.79
H 0.92 -2.43 5.32
O -0.18 2.80 -2.08
C 0.47 3.68 -1.45
O 1.49 3.44 -0.75
C -0.06 5.10 -1.48
C -1.14 5.43 -2.28
C -1.66 6.72 -2.31
C -1.06 7.65 -1.50
O -1.38 8.97 -1.33
C -0.42 9.50 -0.42
O 0.42 8.43 0.01
C 0.03 7.33 -0.69
C 0.55 6.06 -0.66
H -1.57 4.65 -2.89
H -2.51 6.98 -2.94
H -0.94 9.93 0.44
H 0.18 10.26 -0.93
H 1.39 5.79 -0.03
C -2.99 1.49 -2.63
N -2.62 0.08 -2.51
C -2.45 -0.55 -1.32
S -2.71 0.21 0.15
N -2.06 -1.85 -1.41
C -1.59 -2.64 -0.29
H -3.30 1.68 -3.65
H -2.15 2.14 -2.38
H -3.82 1.70 -1.96
H -2.28 -0.37 -3.34
H -1.79 -2.18 -2.33
H -2.11 -2.32 0.61
H -0.52 -2.52 -0.12
H -1.81 -3.69 -0.47
*
```

=====

[4]
A molecular structure, C40H37Br2LaN10O3S2, computed with ωB97M-V/def2-TZVPD.

* HOMO-LUMO gap: 7.0 eV
* HOMO: -12.61 eV
* E_LUMO: -5.58 eV

```
! RIJCOSX wB97M-V def2-TZVPD def2/J DEFGRID3
* xyz 2 1
La 0.11 -0.82 0.01
C 1.57 -3.76 -2.08
C 2.67 -2.96 -1.43
C 4.00 -3.39 -1.57
C 5.01 -2.68 -1.00
C 4.72 -1.50 -0.28
C 5.70 -0.68 0.32
Br 7.53 -1.14 0.23
C 5.35 0.46 0.98
C 4.00 0.82 1.07
Br 3.54 2.38 2.04
C 2.99 0.07 0.51
O 1.70 0.43 0.59
C 3.37 -1.12 -0.18
N 2.36 -1.87 -0.75
H 1.57 -4.78 -1.70
H 1.73 -3.81 -3.16
H 0.59 -3.32 -1.90
H 4.21 -4.29 -2.13
H 6.04 -3.00 -1.10
H 6.11 1.08 1.43
O -5.43 -4.11 -4.13
N -4.95 -3.16 -4.72
O -5.35 -2.72 -5.79
C -3.77 -2.50 -4.11
C -2.89 -1.94 -4.95
C -1.67 -1.38 -4.47
C -0.71 -0.82 -5.34
C 0.46 -0.34 -4.83
C 0.67 -0.42 -3.45
N -0.22 -0.93 -2.61
C -1.39 -1.40 -3.10
C -2.38 -1.94 -2.19
N -2.11 -1.88 -0.86
C -3.01 -2.32 0.00
C -4.23 -2.87 -0.39
C -4.51 -2.96 -1.73
C -3.57 -2.50 -2.68
H -3.10 -1.95 -6.02
H -0.92 -0.79 -6.40
H 1.23 0.08 -5.47
H 1.59 -0.05 -3.02
H -2.77 -2.24 1.06
H -4.94 -3.20 0.35
H -5.44 -3.39 -2.06
N -0.62 2.37 2.28
C -0.43 1.33 3.09
S -0.92 -0.27 2.65
N 0.15 1.51 4.28
C 0.68 2.73 4.82
C 1.96 2.71 5.34
C 2.50 3.86 5.88
C 1.77 5.04 5.90
C 0.47 5.05 5.40
C -0.08 3.89 4.87
H -0.97 2.19 1.35
H -0.18 3.25 2.49
H 0.35 0.67 4.78
H 2.54 1.79 5.32
H 3.51 3.84 6.29
H 2.19 5.95 6.32
H -0.12 5.95 5.45
H -1.12 3.89 4.55
N 0.65 -7.62 4.26
C 0.59 -6.68 3.61
C 0.50 -5.49 2.79
C -0.12 -5.53 1.55
C -0.20 -4.37 0.81
N 0.31 -3.20 1.23
C 0.92 -3.18 2.42
C 1.04 -4.29 3.23
H -0.55 -6.45 1.17
H -0.69 -4.37 -0.15
H 1.32 -2.23 2.75
H 1.54 -4.23 4.19
C 0.84 3.42 -0.72
N -0.53 3.92 -0.66
C -0.64 5.25 -0.04
C -1.60 3.19 -1.04
S -1.59 1.46 -1.02
N -2.71 3.84 -1.43
C -4.04 3.21 -1.45
C -2.66 5.10 -2.19
H 1.44 4.09 -1.34
H 0.86 2.43 -1.14
H 1.28 3.39 0.28
H 0.01 5.26 0.83
H -1.66 5.44 0.29
H -0.32 6.05 -0.71
H -4.15 2.53 -0.62
H -4.19 2.66 -2.38
H -4.78 4.00 -1.38
H -1.65 5.33 -2.51
H -3.06 5.94 -1.62
H -3.26 4.97 -3.09
*
```

=====

What are the ΔE to the lowest compared entry with this formula, charge and spin values for these records? In order: 9.0 0.0 7.7 0.0 kcal per mole.